[1]
The following is a DFT calculation (wB97M-V/def2-TZVPD) of a 5-piece molecular cluster, CH12NO4 overall at a distorted geometry.

```
18
Properties=species:S:1:pos:R:3
C 0.75 2.13 1.62
N 1.25 1.03 1.12
H 1.45 2.89 1.99
H -0.33 2.30 1.32
H 0.66 0.16 0.95
H 2.32 1.05 1.04
H -2.28 -2.28 2.39
H -2.28 -2.79 0.87
O -2.22 -1.97 1.42
H 0.08 -2.21 0.73
H 0.50 -1.54 -0.61
O 0.54 -1.41 0.38
H -1.26 2.18 -1.58
H -0.02 1.25 -1.79
O -0.58 1.70 -1.08
H 1.18 -0.90 -3.04
H -0.20 -1.06 -3.11
O 0.43 -0.53 -2.62
```

Properties
- spin multiplicity = 1
- charge = +1
- lowest unoccupied orbital energy (eV) = -4.6

Atomic partial charges in e from the Löwdin method, atoms 1 to 2:
1. C 0.140
2. N 0.145



[2]
The following is a DFT calculation (wB97M-V/def2-TZVPD) of an isolated ion of composition C7H13N3 and charge +2 at a distorted geometry.

```
23
Properties=species:S:1:pos:R:3
C -1.92 2.06 -0.26
N -2.82 1.17 -0.06
C -2.62 -0.16 0.30
N -1.60 -1.01 0.16
C -0.25 -1.10 0.04
C 0.23 -2.54 -0.25
N 0.51 -0.08 -0.06
C 1.85 -0.09 0.19
C 2.67 0.95 -0.64
C 2.30 1.30 0.75
H -2.08 3.04 -0.77
H -0.94 2.03 0.02
H -3.75 1.50 -0.26
H -3.46 -0.57 0.63
H -1.77 -2.00 0.32
H -0.48 -3.28 -0.44
H 0.67 -2.93 0.73
H 1.06 -2.62 -0.98
H 2.26 -0.95 0.44
H 2.04 1.32 -1.50
H 3.58 0.63 -0.83
H 2.92 1.20 1.54
H 1.59 2.12 0.91
```

Properties
- spin multiplicity = 1
- charge = +2
- lowest unoccupied orbital energy (alpha / beta) (eV) = -10.8 / -10.1

Atomic partial charges in e from the Löwdin method, atoms 1 to 2:
1. C 0.224
2. N 0.131



[3]
The following is a DFT calculation (wB97M-V/def2-TZVPD) of a 2-piece molecular cluster, C4H6FN2 overall at a distorted geometry.

```
13
Properties=species:S:1:pos:R:3
C -2.33 -1.60 0.64
C -0.65 0.08 1.36
C -2.36 -2.07 -0.64
C 2.87 1.85 -0.95
N -1.44 -0.61 0.89
N 2.41 1.74 0.21
F 0.10 1.09 1.57
H -2.77 -2.10 1.47
H -1.74 -1.75 -1.47
H -3.00 -2.84 -0.96
H 2.82 0.96 -1.64
H 3.25 2.81 -1.28
H 2.84 2.44 0.81
```

Properties
- spin multiplicity = 1
- charge = +1
- lowest unoccupied orbital energy (eV) = -5.6

Atomic partial charges in e from the Löwdin method, atoms 1 to 2:
1. C -0.102
2. C 0.070



[4]
The following is a DFT calculation (wB97M-V/def2-TZVPD) of C35H20ClF5N5O2PdS2 as an isolated structure.

```
71
Properties=species:S:1:pos:R:3
Pd 0.49 0.18 -0.06
N 2.87 -2.68 9.33
C 2.55 -2.40 8.27
C 2.15 -2.06 6.93
C 3.03 -1.39 6.09
C 2.64 -1.07 4.80
C 1.36 -1.39 4.35
C 0.48 -2.06 5.20
C 0.87 -2.40 6.49
C 0.96 -1.05 2.97
C -0.14 -0.21 2.79
C -0.92 0.38 3.80
C -1.96 1.06 3.19
C -1.78 0.90 1.82
N -0.70 0.15 1.56
C 1.70 -1.62 1.94
C 2.62 -2.70 2.03
C 2.98 -3.05 0.75
C 2.28 -2.19 -0.11
N 1.51 -1.36 0.59
H 4.02 -1.13 6.45
H 3.32 -0.55 4.14
H -0.51 -2.33 4.85
H 0.20 -2.93 7.14
H -0.74 0.29 4.86
H -2.76 1.61 3.66
H -2.40 1.28 1.02
H 2.95 -3.16 2.95
H 3.65 -3.83 0.44
H 2.34 -2.12 -1.18
F 2.77 -1.60 -6.22
C 1.98 -1.51 -5.18
C 1.49 -0.27 -4.79
F 1.84 0.82 -5.47
C 0.65 -0.18 -3.70
F 0.20 1.02 -3.37
C 0.30 -1.30 -2.94
S -0.75 -1.20 -1.58
C 0.80 -2.54 -3.37
F 0.47 -3.65 -2.72
C 1.62 -2.65 -4.47
F 2.08 -3.83 -4.86
Cl 7.41 3.73 -3.25
C 6.04 3.00 -2.51
C 4.91 2.74 -3.27
C 3.82 2.14 -2.68
C 3.85 1.83 -1.32
C 4.98 2.11 -0.56
C 6.09 2.69 -1.15
C 2.67 1.22 -0.68
O 1.91 0.46 -1.41
O 2.34 1.42 0.50
H 4.90 3.00 -4.32
H 2.93 1.92 -3.26
H 4.99 1.87 0.50
H 6.98 2.90 -0.59
N -3.66 5.68 -1.83
C -2.32 5.63 -1.89
S -1.37 6.84 -2.45
C -1.71 4.34 -1.44
C -0.51 4.33 -0.74
C 0.06 3.13 -0.38
N -0.50 1.95 -0.69
C -1.66 1.95 -1.36
C -2.30 3.11 -1.73
H -4.12 6.52 -2.13
H -4.20 4.97 -1.37
H -0.02 5.26 -0.49
H 0.97 3.10 0.20
H -2.07 0.98 -1.61
H -3.22 3.04 -2.29
```

Properties
- spin multiplicity = 1
- charge = +1
- lowest unoccupied orbital energy (alpha / beta) (eV) = -5.7 / -5.7

Atomic partial charges in e from the Löwdin method, atoms 1 to 2:
1. Pd 1.139
2. N 0.177



[5]
The following is a DFT calculation (wB97M-V/def2-TZVPD) of C12H17BN6ORe as an isolated structure at a distorted geometry.

```
38
Properties=species:S:1:pos:R:3
H -0.43 2.84 2.11
N 0.09 1.64 0.44
B 0.57 0.81 -1.93
N 0.50 1.94 -0.88
C 0.59 3.26 -1.00
Re -0.54 -0.30 0.85
H 0.90 3.67 -1.95
C 0.23 3.87 0.20
H 0.20 4.92 0.41
C -0.08 2.83 1.09
H 1.01 1.20 -2.98
C -1.74 -2.31 1.70
H -1.89 -1.47 2.40
H -1.17 -3.09 2.22
H -2.74 -2.66 1.44
N -0.88 0.26 -2.08
N 1.45 -0.33 -1.33
N -1.56 -0.16 -0.91
N 1.11 -0.90 -0.07
C -1.67 0.07 -3.14
C 2.49 -0.99 -1.83
H -1.32 0.34 -4.12
H 2.88 -0.69 -2.79
C -2.88 -0.49 -2.71
C 2.88 -1.99 -0.94
C -2.79 -0.62 -1.32
C 2.03 -1.93 0.15
H -3.72 -0.76 -3.33
H 3.69 -2.68 -1.07
H -3.48 -1.01 -0.59
H 1.96 -2.51 1.05
H -1.21 -2.14 0.65
C 1.34 -0.31 3.40
C 0.03 0.14 2.78
O -0.83 0.80 3.39
H 2.06 -0.69 2.67
H 1.13 -1.11 4.13
H 1.80 0.56 3.91
```

Properties
- spin multiplicity = 4
- ⟨S²⟩ = 3.78
- charge = +2
- lowest unoccupied orbital energy (alpha / beta) (eV) = -8.2 / -9.4

Atomic partial charges in e from the Löwdin method, atoms 1 to 2:
1. H 0.121
2. N -0.109



| no. | molar mass (g mol⁻¹) | E (eV) |
| --- | --- | --- |
| 1 | 102.11 | -10904.524 |
| 2 | 139.20 | -11917.601 |
| 3 | 101.10 | -9931.025 |
| 4 | 843.58 | -99418.073 |
| 5 | 458.33 | -26497.180 |